# 1
93
Properties=species:S:1:pos:R:3:forces:R:3 method="wB97M-V/def2-TZVPD" multiplicity=3 e_above_lowest_ev=0.328 charge=+2 homo_lumo_gap_ev="6.69 / 7.58"
V 0.0720 0.6432 0.2412 -0.82 -0.35 -0.89
C -0.9008 0.0892 4.2345 0.03 0.01 0.03
Sb 0.4757 1.0125 2.9088 0.10 0.30 0.43
C 0.2175 3.0555 3.4186 0.03 -0.05 0.09
C 2.2834 0.6215 4.0003 -0.05 -0.01 0.01
C 2.7777 -0.7860 3.8849 0.07 -0.01 0.00
C 2.4730 -1.6981 4.8947 0.08 0.03 0.05
C 2.9362 -3.0026 4.8507 0.21 0.12 0.06
C 3.7123 -3.4193 3.7792 0.03 0.01 0.03
C 4.0261 -2.5209 2.7723 -0.03 0.01 -0.01
C 3.5722 -1.2025 2.8062 -0.03 0.00 0.04
C 3.9985 -0.2548 1.7283 0.00 -0.02 -0.08
Sb 2.6989 -0.1544 0.0165 0.37 -0.10 -0.04
C 2.9505 -2.1450 -0.6832 0.01 0.03 0.01
C 3.9868 0.9536 -1.2653 -0.02 0.01 0.02
H -0.8413 0.6266 5.1800 -0.02 0.00 0.01
H -0.6322 -0.9534 4.3934 0.00 0.06 0.01
H -1.9135 0.1616 3.8419 0.01 0.00 -0.02
H 0.9264 3.3135 4.2040 -0.01 -0.02 0.02
H -0.7979 3.2051 3.7800 0.00 0.01 -0.02
H 0.3850 3.6861 2.5518 0.04 -0.02 0.00
H 2.0089 0.8471 5.0318 0.01 0.02 0.00
H 3.0199 1.3632 3.6942 -0.02 0.01 -0.03
H 1.8961 -1.3642 5.7501 -0.01 0.00 0.00
H 2.7138 -3.6823 5.6627 0.04 0.03 0.02
H 4.1030 -4.4277 3.7440 0.00 0.00 0.00
H 4.6751 -2.8352 1.9626 -0.01 0.00 0.00
H 4.9406 -0.5820 1.2856 0.01 0.00 0.02
H 4.1498 0.7612 2.0890 -0.01 0.01 -0.03
H 3.9499 -2.2519 -1.1020 0.00 -0.01 0.01
H 2.2094 -2.3907 -1.4414 0.00 0.01 0.00
H 2.8305 -2.8226 0.1609 -0.02 0.00 0.00
H 4.9978 0.8924 -0.8660 0.00 -0.01 -0.01
H 3.6791 1.9964 -1.3074 -0.01 0.00 0.02
H 3.9707 0.5313 -2.2679 -0.01 -0.01 0.00
C -5.6103 -3.6659 1.8819 -0.01 0.01 0.04
C -5.8747 -3.0003 0.5308 -0.02 0.02 -0.02
C -4.6349 -2.6463 -0.2916 0.00 0.02 -0.04
C -3.7863 -1.5027 0.2528 0.11 0.04 0.00
N -3.0432 -1.9025 1.4555 0.06 0.05 0.05
C -1.7366 -2.0689 1.5925 -0.07 -0.10 -0.02
S -0.5803 -1.5666 0.3788 0.05 -0.46 0.16
N -1.2864 -2.7481 2.6352 -0.02 -0.02 0.00
C 0.0976 -3.1731 2.8853 -0.01 -0.04 -0.03
C 0.1212 -4.0919 4.0993 -0.03 -0.13 -0.09
C -0.7664 -5.3333 3.9791 -0.05 0.04 0.01
C -0.4883 -6.1677 2.7350 0.01 0.00 -0.01
H -6.5047 -4.1700 2.2442 0.00 0.00 0.00
H -5.3504 -2.9471 2.6675 0.00 0.01 -0.01
H -4.8213 -4.4199 1.8121 -0.01 -0.02 -0.01
H -6.4778 -2.0998 0.6764 -0.01 -0.01 -0.01
H -6.4868 -3.6713 -0.0728 0.02 -0.03 0.01
H -4.9589 -2.3488 -1.2918 0.01 0.02 0.01
H -4.0004 -3.5289 -0.4237 -0.01 0.00 0.00
H -4.4032 -0.6391 0.5010 -0.03 0.03 0.04
H -3.0513 -1.1837 -0.4807 0.00 0.04 0.00
H -3.6194 -2.3380 2.1661 0.02 0.04 0.00
H -1.9785 -3.1764 3.2370 0.01 0.01 0.02
H 0.7305 -2.2975 3.0515 -0.03 -0.07 -0.02
H 0.4696 -3.6930 2.0011 0.00 0.01 0.00
H -0.1427 -3.5194 4.9937 0.00 0.00 0.03
H 1.1575 -4.4052 4.2313 -0.22 -0.03 -0.06
H -1.8295 -5.0643 4.0141 0.00 -0.01 -0.01
H -0.6092 -5.9397 4.8720 0.00 0.00 0.00
H -0.7467 -5.6371 1.8151 0.00 0.00 0.00
H -1.0666 -7.0900 2.7479 0.00 0.00 0.00
H 0.5672 -6.4406 2.6760 0.00 0.00 0.00
Cl -2.1143 1.5663 0.8857 -0.13 -0.08 -0.15
Ge -1.8691 3.7086 -0.3483 -0.01 0.03 0.05
Cl -1.6983 4.9896 1.3685 -0.05 0.04 -0.01
Cl 0.5820 2.8090 -0.3715 0.33 0.54 0.09
C 1.0383 0.4818 -2.9205 0.01 0.06 -0.11
N -0.2726 0.3227 -2.2078 0.17 -0.05 0.30
C -0.8151 -1.0123 -2.6377 -0.06 -0.07 -0.05
N -0.9444 -1.1326 -4.0710 0.03 0.03 0.05
C 0.3692 -0.9393 -4.6880 0.03 -0.02 -0.03
N 0.9201 0.3774 -4.3565 -0.04 0.01 0.05
C -0.0101 1.4058 -4.8333 -0.01 0.00 -0.04
N -1.3334 1.2431 -4.2232 0.03 -0.02 0.03
C -1.1976 1.3499 -2.7907 -0.15 0.02 0.03
C -1.8458 -0.0868 -4.5575 -0.02 0.01 -0.03
H 1.7059 -0.3111 -2.5771 -0.01 -0.01 -0.01
H 1.4538 1.4555 -2.6578 0.01 0.00 0.02
H -1.7949 -1.1456 -2.1771 0.05 0.02 -0.01
H -0.1469 -1.7926 -2.2708 0.02 0.01 -0.01
H 0.2754 -1.0276 -5.7696 0.00 0.01 0.00
H 1.0523 -1.7155 -4.3362 -0.01 0.00 0.01
H -0.1037 1.3294 -5.9158 0.01 0.00 0.00
H 0.3845 2.3932 -4.5873 0.00 0.00 0.01
H -2.1773 1.2248 -2.3201 0.02 0.00 0.02
H -0.8008 2.3342 -2.5546 0.04 0.03 0.00
H -1.9458 -0.1716 -5.6389 0.00 0.00 0.00
H -2.8310 -0.2192 -4.1062 0.00 0.01 0.01



# 2
91
Properties=species:S:1:pos:R:3:forces:R:3 method="wB97M-V/def2-TZVPD" multiplicity=1 homo_lumo_gap_ev=7.45 smiles="C=CCc1c(F)ccc2c1C(=O)NC2=O.COC[C@@H](C)N.COC[C@@H](C)N.COC[C@@H](C)N.COC[C@@H](C)N"
C -0.5148 -3.7568 -0.8623 0.13 -0.27 0.01
C -1.2061 -4.8754 -1.2302 -0.01 0.24 -0.41
C -2.3553 -4.8281 -2.2535 1.21 0.26 -0.38
C -3.5075 -4.0999 -1.5585 1.40 -0.67 -0.96
C -4.4922 -4.8121 -0.9152 -0.22 -0.16 0.23
F -4.4357 -6.1487 -0.9275 0.09 -0.22 -0.05
C -5.5336 -4.2302 -0.2342 -0.71 -0.18 0.40
C -5.6249 -2.8556 -0.1929 -0.36 0.44 0.30
C -4.6632 -2.1444 -0.8510 1.42 1.64 -0.79
C -3.6017 -2.7208 -1.5474 -0.20 -0.37 0.51
C -2.7367 -1.6449 -2.1747 -0.45 -0.25 0.08
O -1.6779 -1.7119 -2.7376 -0.80 -0.13 0.12
N -3.4878 -0.4151 -2.0134 0.43 -0.66 -0.11
C -4.4641 -0.6497 -0.9810 -0.88 0.17 0.36
O -4.9659 0.2329 -0.3341 0.09 -0.65 -0.50
H 0.0951 -3.1878 -1.5642 -1.56 0.96 -0.28
H -0.5797 -3.3870 0.1660 1.66 -1.06 0.27
H -0.9556 -5.8350 -0.7690 -1.46 0.35 1.17
H -2.6556 -5.8291 -2.5696 0.01 0.22 -0.09
H -2.0816 -4.1902 -3.1061 0.01 -0.36 -0.02
H -6.2579 -4.8548 0.2800 0.10 0.01 -0.13
H -6.3978 -2.3105 0.3404 -0.05 -0.28 -0.02
H -3.9409 -0.3177 -2.9228 0.02 0.88 0.15
C 0.4264 0.9944 -6.2085 0.26 0.11 -0.06
O 0.2188 2.3926 -6.1228 -0.19 -0.13 -0.02
C -0.9243 2.7830 -5.3843 -0.10 0.28 0.02
C -0.7266 2.7994 -3.8605 0.26 -0.31 -0.01
C -0.7312 1.4112 -3.2287 -0.09 0.04 0.11
N 0.5118 3.4848 -3.4798 -0.06 0.17 -0.18
H -0.5178 0.4445 -6.2573 -0.01 0.01 0.08
H 1.0242 0.6386 -5.3662 -0.11 -0.15 0.03
H 0.9907 0.7968 -7.1202 -0.03 0.07 -0.02
H -1.1429 3.8049 -5.7072 0.08 0.00 -0.03
H -1.7922 2.1724 -5.6678 0.04 -0.11 0.06
H -1.5678 3.3537 -3.4326 0.00 0.06 -0.08
H 0.2046 0.8751 -3.3920 0.01 0.04 -0.08
H -0.8675 1.4898 -2.1497 0.00 0.02 -0.02
H -1.5446 0.8015 -3.6189 0.04 -0.03 -0.01
H 0.4767 4.4451 -3.8118 -0.02 0.03 0.12
H 1.2635 3.0675 -4.0241 0.04 -0.04 0.11
C -7.5475 -2.6387 5.2568 -0.12 -0.20 -0.14
O -7.2538 -2.3448 3.9030 0.04 0.14 0.12
C -6.1633 -1.4615 3.7055 0.08 0.14 -0.27
C -4.7791 -2.1263 3.7743 -0.15 -0.25 0.27
C -4.3204 -2.4446 5.1941 0.17 0.11 0.10
N -4.7269 -3.3529 2.9722 -0.12 0.16 -0.15
H -7.3644 -1.7799 5.9084 0.07 -0.01 0.00
H -6.9709 -3.5003 5.6006 0.04 0.08 0.16
H -8.6036 -2.9021 5.3190 0.00 0.05 -0.06
H -6.2936 -1.0612 2.6959 -0.04 -0.04 0.00
H -6.2314 -0.6076 4.3915 0.03 -0.06 0.10
H -4.0613 -1.4153 3.3543 -0.08 0.03 -0.08
H -4.8147 -3.3256 5.6034 -0.06 0.01 -0.06
H -3.2490 -2.6476 5.2061 -0.03 -0.03 -0.05
H -4.5064 -1.6040 5.8663 -0.02 -0.02 0.00
H -4.9344 -3.1197 2.0047 0.22 -0.03 0.15
H -5.5130 -3.9339 3.2552 0.08 -0.06 0.08
C 4.0099 0.9753 0.6015 0.15 -0.26 0.05
O 3.8076 -0.2955 -0.0004 -0.21 0.14 -0.04
C 2.8893 -0.3067 -1.0759 -0.14 -0.24 -0.09
C 3.4744 0.1468 -2.4232 0.26 0.23 0.22
C 3.6561 1.6575 -2.5321 -0.18 0.16 -0.14
N 4.7556 -0.5084 -2.7076 -0.13 -0.19 0.04
H 3.0941 1.5740 0.6060 0.01 0.02 -0.10
H 4.8122 1.5143 0.0946 -0.09 0.18 0.04
H 4.3236 0.8171 1.6300 0.00 -0.04 -0.03
H 2.5760 -1.3502 -1.1800 0.06 -0.02 0.03
H 1.9889 0.2671 -0.8191 0.05 0.12 -0.03
H 2.7617 -0.1508 -3.1998 -0.02 -0.09 0.06
H 4.5263 2.0160 -1.9827 0.00 -0.10 0.05
H 3.8011 1.9451 -3.5754 0.04 -0.06 0.01
H 2.7746 2.1860 -2.1617 0.02 0.01 0.01
H 4.6121 -1.5144 -2.7361 0.01 0.01 -0.11
H 5.3521 -0.3720 -1.8951 0.03 0.09 -0.05
C 7.9673 5.6703 2.7181 0.12 -0.09 -0.23
O 8.3013 4.3275 3.0192 -0.06 0.12 0.16
C 7.6052 3.7704 4.1187 0.07 -0.25 0.14
C 6.1934 3.2580 3.7907 0.02 0.29 -0.27
C 5.1593 4.3694 3.6392 -0.18 0.02 0.13
N 6.1817 2.4322 2.5787 0.23 -0.02 0.18
H 7.7418 6.2460 3.6202 -0.07 -0.03 0.01
H 7.1247 5.7143 2.0245 -0.08 0.14 0.09
H 8.8261 6.1239 2.2230 0.04 -0.06 0.04
H 8.2067 2.9154 4.4394 0.03 0.00 -0.08
H 7.5889 4.4754 4.9601 -0.09 0.08 -0.05
H 5.8753 2.6324 4.6302 0.10 -0.04 0.01
H 5.2434 4.8888 2.6849 0.08 -0.03 0.00
H 4.1517 3.9545 3.6869 0.04 -0.03 -0.04
H 5.2527 5.1064 4.4398 0.01 0.01 -0.02
H 6.7948 1.6332 2.7192 -0.10 -0.07 0.01
H 6.6435 2.9642 1.8445 -0.10 0.03 -0.03



# 3
96
Properties=species:S:1:pos:R:3:forces:R:3 method="wB97M-V/def2-TZVPD" multiplicity=1 homo_lumo_gap_ev=9.04 smiles="C[C@@H](O)CO[C@@H]1C[C@@](CON=O)(CB(O)O)NC1=O.CC(C)=O.CC(C)=O.CC(C)=O.CC(C)=O.CC(C)=O.CC(C)=O"
C -1.7335 -2.9504 -0.9841 0.08 0.20 -0.16
C -1.3062 -1.6464 -1.6518 0.17 -0.24 -0.12
O -2.2623 -0.6325 -1.3970 0.01 -0.13 -0.21
C 0.1228 -1.2001 -1.2310 0.05 -0.20 0.35
O 0.1690 0.1291 -0.7315 -0.09 -0.13 0.11
C 0.5443 1.0977 -1.6615 0.78 1.03 -0.82
C 0.0706 2.4995 -1.2680 -0.49 -0.91 -0.32
C -1.3997 2.4970 -1.7565 -0.16 0.60 0.99
C -2.2793 1.9508 -0.6186 0.15 -0.54 0.05
O -2.6718 3.0559 0.2139 -0.48 0.28 0.03
N -2.9375 2.5425 1.5337 0.27 -0.26 0.30
O -4.0528 2.2592 1.6868 -0.06 0.24 -0.23
C -1.9329 3.8606 -2.2020 0.10 0.31 -0.51
B -3.4301 3.8031 -2.7330 -0.04 0.24 0.01
O -4.4881 3.5003 -1.9378 -0.37 0.52 -0.19
O -3.6948 4.0562 -4.0781 0.38 -0.55 0.11
N -1.3690 1.6123 -2.9183 1.10 -0.06 -0.81
C -0.1298 0.9909 -3.0332 -0.48 -0.92 -0.21
O 0.3007 0.4827 -4.0587 -0.24 0.62 1.00
H -1.2299 -3.1028 -0.0347 -0.02 0.02 0.26
H -2.8090 -2.9052 -0.8462 -0.06 -0.23 0.06
H -1.5144 -3.8067 -1.6073 0.13 -0.25 -0.15
H -1.2989 -1.8034 -2.7273 -0.15 0.18 -0.19
H -2.6166 -0.7750 -0.5172 -0.08 -0.13 0.19
H 0.8414 -1.3334 -2.0371 -0.01 0.04 -0.25
H 0.4572 -1.8445 -0.4221 0.07 0.04 0.23
H 1.6258 1.1525 -1.8136 0.15 -0.53 0.03
H 0.5924 3.2096 -1.9048 0.38 0.21 0.25
H 0.2476 2.6212 -0.2057 -0.20 0.58 0.12
H -3.1418 1.4005 -0.9846 -0.26 0.35 -0.13
H -1.7092 1.2587 -0.0053 0.17 0.00 0.01
H -1.3187 4.1950 -3.0391 0.18 0.04 -0.06
H -1.7946 4.6079 -1.4267 -0.05 -0.02 0.31
H -4.3213 3.7088 -1.0141 0.24 -0.50 0.30
H -3.8410 3.2280 -4.5430 -0.35 0.10 -0.31
H -1.5402 2.0418 -3.8206 -0.68 0.07 0.10
C -0.3080 1.9820 4.1931 -0.11 0.14 -0.25
C 0.8306 2.0432 3.2002 0.04 -0.03 -0.01
C 2.1563 1.4871 3.6523 -0.09 0.19 -0.37
O 0.6777 2.5189 2.0980 -0.01 0.03 0.01
H -1.1977 2.4152 3.7426 -0.01 -0.01 -0.01
H -0.5116 0.9452 4.4639 0.08 0.01 0.14
H -0.0516 2.5462 5.0916 0.04 -0.14 0.08
H 2.0551 0.4327 3.9062 0.03 0.03 0.19
H 2.5112 2.0293 4.5282 -0.02 -0.17 0.13
H 2.8811 1.5956 2.8480 0.01 -0.01 0.00
C 5.9636 -1.0575 5.7445 -0.20 -0.07 0.01
C 5.1516 0.2148 5.7242 0.06 0.03 0.00
C 5.9149 1.5121 5.6159 -0.23 0.06 0.00
O 3.9444 0.1976 5.7901 -0.01 -0.04 0.08
H 5.2978 -1.9132 5.8244 -0.01 0.00 0.00
H 6.5490 -1.1424 4.8278 0.10 0.04 0.05
H 6.6448 -1.0519 6.5966 0.09 0.03 -0.06
H 6.4979 1.5281 4.6936 0.11 -0.03 0.06
H 6.5913 1.6219 6.4646 0.10 -0.03 -0.06
H 5.2166 2.3457 5.6122 0.01 0.02 0.02
C 2.0955 3.7890 7.7283 0.23 -0.06 0.06
C 2.9083 4.9492 7.2039 -0.04 0.00 0.00
C 2.1492 6.0469 6.4971 0.19 0.05 -0.01
O 4.1075 4.9957 7.3432 0.03 -0.02 -0.02
H 2.7571 3.0713 8.2068 0.01 -0.02 -0.01
H 1.3638 4.1409 8.4571 -0.11 0.00 -0.10
H 1.5733 3.2961 6.9065 -0.11 0.04 0.04
H 1.4149 6.4889 7.1722 -0.09 -0.06 -0.05
H 1.6277 5.6422 5.6279 -0.10 0.00 0.05
H 2.8436 6.8167 6.1703 0.01 0.00 0.00
C 3.8840 -6.7621 -2.3697 0.00 0.04 0.19
C 2.6727 -5.8582 -2.3240 0.01 -0.02 -0.11
C 1.9773 -5.5886 -3.6368 -0.06 0.02 0.29
O 2.2902 -5.3771 -1.2839 -0.04 0.04 0.06
H 4.2926 -6.8752 -1.3684 -0.01 0.01 0.01
H 3.6038 -7.7433 -2.7559 0.04 0.02 -0.11
H 4.6461 -6.3328 -3.0219 -0.03 -0.07 -0.09
H 1.6321 -6.5278 -4.0732 0.10 -0.01 -0.09
H 2.6669 -5.1084 -4.3318 0.00 -0.08 -0.08
H 1.1265 -4.9338 -3.4854 -0.01 0.05 0.00
C 0.8908 -3.5411 -7.6427 0.00 -0.16 0.12
C 0.5136 -2.7799 -6.3927 0.08 0.04 -0.02
C 0.1625 -1.3232 -6.5654 -0.12 -0.22 0.21
O 0.5218 -3.3232 -5.3109 -0.10 0.09 -0.04
H 1.1314 -4.5706 -7.3865 0.00 0.00 0.01
H 0.0599 -3.5324 -8.3494 0.05 0.08 -0.08
H 1.7577 -3.0767 -8.1147 -0.06 0.06 -0.09
H -0.6804 -1.2157 -7.2518 0.11 -0.02 -0.13
H 1.0247 -0.7950 -6.9764 -0.06 0.05 -0.10
H -0.0968 -0.8826 -5.6088 0.05 -0.02 -0.04
C -6.9276 -1.5961 -0.1179 0.19 -0.01 0.07
C -6.1832 -2.4591 -1.1079 -0.08 0.05 -0.03
C -6.9612 -2.9482 -2.3053 0.18 -0.08 -0.03
O -5.0196 -2.7431 -0.9522 -0.04 0.00 0.06
H -6.2596 -1.3116 0.6913 0.01 0.00 0.00
H -7.2974 -0.6956 -0.6105 -0.10 -0.04 -0.01
H -7.7757 -2.1454 0.2938 -0.08 0.05 -0.07
H -7.3326 -2.0993 -2.8812 -0.11 -0.01 0.05
H -7.8106 -3.5505 -1.9793 -0.08 0.09 -0.02
H -6.3141 -3.5527 -2.9358 0.01 0.00 0.00



The records above give, respectively, electronic energy values of -6668.3652 -1884.8838 -2173.0376 Eh.